Entry from the Open Molecules 2025 dataset: a 15-piece molecular cluster, C21H72N14O15 overall at a distorted geometry (ωB97M-V/def2-TZVPD).

ORCA input file:
```
! RIJCOSX wB97M-V def2-TZVPD def2/J DEFGRID3
* xyz 0 1
C -4.305 -3.586 -2.207
C -3.759 -3.831 -0.821
O -3.248 -2.614 -0.416
H -3.596 -3.126 -2.877
H -5.171 -2.955 -2.202
H -4.609 -4.482 -2.709
H -3.002 -4.595 -0.819
H -4.546 -4.273 -0.257
H -2.932 -2.764 0.458
C -0.895 -2.411 -2.955
C -1.696 -1.613 -4.002
O -1.293 -1.892 -5.324
H -1.237 -2.065 -1.932
H 0.171 -2.308 -3.001
H -1.204 -3.470 -3.110
H -1.403 -0.602 -3.747
H -2.742 -1.579 -3.764
H -1.521 -1.060 -5.812
C -0.334 2.079 -5.155
C 0.475 2.494 -3.899
O 0.567 1.396 -3.065
H 0.244 2.236 -6.087
H -1.291 2.610 -5.161
H -0.615 1.061 -5.118
H -0.053 3.323 -3.549
H 1.485 2.925 -4.025
H 0.888 0.615 -3.520
C -0.622 -0.374 0.606
C 0.788 -0.041 0.153
O 1.595 0.037 1.300
H -0.497 -1.182 1.309
H -1.213 -0.771 -0.199
H -1.169 0.433 1.055
H 0.873 0.970 -0.308
H 1.280 -0.770 -0.547
H 2.514 -0.055 1.113
C -3.243 -2.617 4.084
C -3.476 -3.120 2.737
O -2.233 -3.099 2.209
H -4.139 -2.862 4.730
H -3.076 -1.514 4.111
H -2.481 -3.217 4.624
H -4.182 -2.399 2.237
H -3.964 -4.130 2.714
H -1.771 -2.354 2.540
C 2.707 3.296 -1.466
C 3.391 4.233 -0.439
O 3.929 3.468 0.648
H 2.184 2.602 -0.856
H 3.312 2.651 -2.111
H 2.014 3.885 -2.105
H 2.697 5.045 -0.247
H 4.223 4.818 -0.884
H 3.843 3.962 1.482
C 4.684 -0.938 2.128
O 4.569 -1.351 3.443
N 5.245 -1.675 1.242
N 4.296 0.271 1.781
H 5.537 -2.572 1.560
H 5.782 -1.271 0.472
H 3.931 0.946 2.534
H 4.202 0.496 0.768
C -4.246 0.480 -0.146
O -4.138 -0.120 1.108
N -4.730 1.674 -0.191
N -3.833 -0.030 -1.250
H -5.115 1.969 0.670
H -5.114 2.134 -1.030
H -3.496 -1.020 -1.113
H -4.127 0.215 -2.140
C 3.718 -2.912 -1.772
O 2.857 -3.794 -2.407
N 4.820 -2.466 -2.339
N 3.491 -2.301 -0.647
H 5.130 -2.937 -3.198
H 5.411 -1.756 -1.999
H 2.563 -2.549 -0.267
H 4.205 -2.004 0.119
C 5.252 0.576 -1.090
O 6.290 -0.310 -1.468
N 5.434 1.802 -0.830
N 4.015 0.261 -0.906
H 6.401 2.065 -0.563
H 4.704 2.415 -0.358
H 3.829 -0.773 -1.060
H 3.229 0.868 -1.069
C -3.161 2.095 3.075
O -4.328 2.607 2.560
N -3.003 1.614 4.298
N -2.000 2.219 2.448
H -3.852 1.503 4.844
H -2.176 1.026 4.585
H -2.071 2.440 1.467
H -1.179 1.664 2.743
C -0.242 -0.242 4.271
O -0.404 -1.542 3.779
N -0.818 0.157 5.360
N 0.378 0.750 3.697
H -1.275 -0.577 5.944
H -0.570 1.015 5.836
H 0.941 0.424 2.871
H 0.453 1.716 3.971
C -1.534 2.859 -0.992
O -0.569 3.779 -1.155
N -1.620 1.752 -1.628
N -2.488 3.014 -0.154
H -0.766 1.491 -2.143
H -2.270 1.002 -1.303
H -2.499 4.016 0.227
H -3.409 2.521 -0.101
C 0.364 -3.610 -0.116
O 1.276 -3.159 0.917
H 0.812 -3.509 -1.108
H -0.573 -3.075 -0.091
H 0.094 -4.673 -0.041
H 0.940 -3.363 1.781
C 0.788 3.657 1.649
O -0.002 4.369 2.495
H 1.707 3.404 2.159
H 1.021 4.269 0.794
H 0.419 2.684 1.266
H -0.842 3.904 2.396
*
```

The value obtained for the HOMO energy is -8.87 eV. The value obtained for the LUMO energy is 0.05 eV. For the energy above the lowest of the compared OMol25 structures with the same formula, charge and spin, the calculation gives 184.9 kJ/mol. The calculation puts the HOMO-LUMO gap at 8.9 eV.